(1)
# C17H24N2O5S

The molecule C17H24N2O5S (ωB97M-V/def2-TZVPD, the OMol25 dataset).

Values from the calculation:
Total energy: -1546.1055 Ha
SMILES: CCCS(=O)(=O)Nc1c(OC)ccc2c1c(C(=O)OCC)c(C)n2C
Molecular weight: 368.5 u

The geometry in ORCA input format:
```
! wB97M-V def2-TZVPD RIJCOSX def2/J DEFGRID3
* xyz 0 1
C 2.430 0.682 -1.840
C 2.242 -0.493 -2.792
C 1.715 -1.726 -2.086
S -0.032 -1.514 -1.554
O -0.517 -0.240 -1.980
O -0.741 -2.691 -1.965
N 0.015 -1.585 0.117
C 0.635 -0.549 0.820
C 1.866 -0.779 1.446
O 2.352 -2.067 1.306
C 3.472 -2.443 2.068
C 2.539 0.236 2.124
C 2.029 1.520 2.158
C 0.815 1.757 1.535
C 0.078 0.730 0.892
C -1.120 1.346 0.406
C -2.276 0.732 -0.257
O -3.069 1.339 -0.943
O -2.430 -0.555 0.064
C -3.520 -1.223 -0.569
C -3.479 -2.689 -0.183
C -1.044 2.687 0.734
C -2.029 3.761 0.452
N 0.113 2.929 1.418
C 0.553 4.183 1.960
H 1.466 0.991 -1.445
H 2.874 1.523 -2.366
H 3.079 0.412 -1.010
H 1.533 -0.211 -3.570
H 3.195 -0.739 -3.269
H 2.287 -1.961 -1.192
H 1.687 -2.591 -2.742
H 0.327 -2.501 0.408
H 3.306 -2.278 3.136
H 3.608 -3.508 1.884
H 4.374 -1.907 1.752
H 3.483 0.037 2.604
H 2.571 2.306 2.659
H -4.455 -0.745 -0.249
H -3.421 -1.098 -1.652
H -2.579 -3.140 -0.591
H -4.351 -3.196 -0.588
H -3.474 -2.791 0.899
H -1.579 4.546 -0.155
H -2.856 3.331 -0.104
H -2.403 4.204 1.376
H 0.571 4.144 3.052
H 1.560 4.412 1.603
H -0.118 4.978 1.647
*
```

Computed Mulliken charges, given in elementary charges: number 1, C, carries -0.7462; number 2, C, carries -0.4924; number 3, C, carries -0.6115; number 4, S, carries 1.1146; number 5, O, carries -0.6247; number 6, O, carries -0.7500; number 7, N, carries 0.1148; number 8, C, carries -0.4150; number 9, C, carries 0.6226; number 10, O, carries -0.4468; number 11, C, carries -1.0498; number 12, C, carries -0.6095; number 13, C, carries -1.3752; number 14, C, carries -0.0846; number 15, C, carries 1.2651; number 16, C, carries 0.6706; number 17, C, carries 0.1488; number 18, O, carries -0.6976; number 19, O, carries -0.2119; number 20, C, carries -0.2928; number 21, C, carries -1.1159; number 22, C, carries 0.3294; number 23, C, carries -2.0303; number 24, N, carries 0.2014; number 25, C, carries -1.2077; number 26, H, carries 0.0727; number 27, H, carries 0.4245; number 28, H, carries 0.1927; number 29, H, carries 0.2907; number 30, H, carries 0.4265; number 31, H, carries 0.1322; number 32, H, carries 0.4285; number 33, H, carries 0.5278; number 34, H, carries 0.3924; number 35, H, carries 0.2738; number 36, H, carries 0.3624; number 37, H, carries 0.4207; number 38, H, carries 0.4521; number 39, H, carries 0.3846; number 40, H, carries 0.2935; number 41, H, carries 0.2112; number 42, H, carries 0.4229; number 43, H, carries 0.2711; number 44, H, carries 0.4081; number 45, H, carries 0.3965; number 46, H, carries 0.4045; number 47, H, carries 0.3403; number 48, H, carries 0.3477; number 49, H, carries 0.4171

(2)
# C10H14NO2

C10H14NO2 as an isolated structure (ωB97M-V/def2-TZVPD, the OMol25 dataset).

Values from the calculation:
Total energy: -594.2950 Ha
Molecular weight: 180.2 u

The geometry in ORCA input format:
```
! wB97M-V def2-TZVPD RIJCOSX def2/J DEFGRID3
* xyz 1 1
C -2.901 -0.072 0.399
C -2.446 -0.567 1.688
C -2.041 0.009 -0.640
C -1.202 -1.018 1.889
C 1.697 0.931 -1.289
C 1.074 2.386 -1.635
C -0.585 -0.469 -0.542
C -0.218 -1.034 0.872
C 0.388 0.780 -0.414
C 1.833 -2.174 0.161
N 0.457 0.818 1.058
O -0.125 2.030 -0.942
O 0.808 -1.815 1.086
H -3.927 0.356 0.225
H -3.097 -0.788 2.477
H -2.362 0.536 -1.505
H -0.989 -1.521 2.789
H 1.804 0.135 -2.064
H 2.573 0.972 -0.786
H 1.620 3.370 -1.228
H 0.995 2.492 -2.630
H -0.294 -1.093 -1.374
H 2.034 -3.260 0.082
H 2.645 -1.562 0.451
H 1.444 -1.981 -0.814
H -0.486 1.302 1.291
H 1.302 1.239 1.394
*
```

Computed Mulliken charges, given in elementary charges: number 1, C, carries -0.5224; number 2, C, carries -0.4691; number 3, C, carries -0.9191; number 4, C, carries -0.8220; number 5, C, carries -0.5702; number 6, C, carries -0.5840; number 7, C, carries -0.1988; number 8, C, carries 1.2332; number 9, C, carries 0.7792; number 10, C, carries -0.6622; number 11, N, carries -0.3478; number 12, O, carries -0.4967; number 13, O, carries -0.4041; number 14, H, carries 0.3496; number 15, H, carries 0.4902; number 16, H, carries 0.4327; number 17, H, carries 0.5026; number 18, H, carries 0.3275; number 19, H, carries 0.4090; number 20, H, carries 0.2452; number 21, H, carries 0.3246; number 22, H, carries 0.4803; number 23, H, carries 0.3095; number 24, H, carries 0.3197; number 25, H, carries 0.2034; number 26, H, carries 0.3455; number 27, H, carries 0.2443

(3)
# C35H27F6N3O2S

The molecule C35H27F6N3O2S (ωB97M-V/def2-TZVPD, the OMol25 dataset).

Values from the calculation:
Total energy: -2661.9706 Ha
SMILES: O=[N+]([O-])c1ccc(SC(c2ccc(N(CC(F)(F)F)c3ccccc3)cc2)c2ccc(N(CC(F)(F)F)c3ccccc3)cc2)cc1
Molecular weight: 667.7 u

The geometry in ORCA input format:
```
! wB97M-V def2-TZVPD RIJCOSX def2/J DEFGRID3
* xyz 0 1
O -1.882 1.587 8.674
N -0.735 1.763 8.211
O 0.293 1.609 8.906
C -0.592 2.091 6.826
C 0.680 2.147 6.240
C 0.830 2.070 4.854
C -0.298 1.942 3.993
S -0.067 2.048 2.191
C 0.051 0.531 1.255
C -1.200 0.389 0.328
C -2.420 0.041 0.913
C -3.540 -0.200 0.138
C -3.539 0.118 -1.236
N -4.690 -0.102 -1.966
C -4.958 0.639 -3.193
C -5.492 1.993 -2.836
F -5.751 2.788 -3.904
F -4.622 2.663 -2.013
F -6.663 1.868 -2.125
C -5.567 -1.191 -1.710
C -5.332 -2.465 -2.270
C -6.263 -3.490 -2.093
C -7.443 -3.254 -1.375
C -7.707 -1.973 -0.870
C -6.779 -0.948 -1.040
C -2.332 0.540 -1.815
C -1.202 0.737 -1.027
C 1.435 0.431 0.567
C 2.553 1.096 1.066
C 3.814 0.894 0.517
C 3.998 0.065 -0.608
N 5.242 -0.184 -1.144
C 6.384 0.675 -0.827
C 6.328 1.888 -1.712
F 7.268 2.831 -1.415
F 6.512 1.509 -3.025
F 5.092 2.491 -1.643
C 5.579 -1.379 -1.839
C 5.491 -1.416 -3.244
C 6.034 -2.490 -3.946
C 6.633 -3.556 -3.264
C 6.730 -3.520 -1.865
C 6.219 -2.435 -1.154
C 2.859 -0.543 -1.160
C 1.607 -0.320 -0.603
C -1.584 2.045 4.603
C -1.718 2.123 5.992
H 1.524 2.225 6.909
H 1.831 2.148 4.416
H -0.007 -0.377 1.873
H -2.462 -0.028 2.002
H -4.459 -0.549 0.597
H -5.737 0.104 -3.744
H -4.059 0.781 -3.793
H -4.410 -2.621 -2.838
H -6.063 -4.478 -2.519
H -8.169 -4.059 -1.230
H -8.636 -1.771 -0.333
H -6.976 0.060 -0.673
H -2.310 0.746 -2.883
H -0.307 1.187 -1.480
H 2.485 1.756 1.932
H 4.664 1.406 0.957
H 6.399 1.001 0.215
H 7.294 0.121 -1.073
H 5.029 -0.569 -3.762
H 5.982 -2.493 -5.038
H 7.046 -4.401 -3.823
H 7.209 -4.341 -1.326
H 6.319 -2.373 -0.065
H 2.972 -1.141 -2.057
H 0.742 -0.769 -1.072
H -2.479 2.105 3.972
H -2.678 2.186 6.483
*
```

Computed Mulliken charges, given in elementary charges: number 1, O, carries -0.5671; number 2, N, carries 0.9062; number 3, O, carries -0.5678; number 4, C, carries -0.1226; number 5, C, carries -0.5396; number 6, C, carries -0.1936; number 7, C, carries 0.1576; number 8, S, carries -0.1513; number 9, C, carries 1.1746; number 10, C, carries -0.0947; number 11, C, carries -1.2610; number 12, C, carries -0.2934; number 13, C, carries 0.9110; number 14, N, carries 0.6428; number 15, C, carries -0.9962; number 16, C, carries 0.9773; number 17, F, carries -0.2922; number 18, F, carries -0.2623; number 19, F, carries -0.2528; number 20, C, carries -0.9459; number 21, C, carries -0.1345; number 22, C, carries -0.6672; number 23, C, carries -0.3542; number 24, C, carries -0.7553; number 25, C, carries 0.1457; number 26, C, carries -0.7452; number 27, C, carries -0.5322; number 28, C, carries -0.1554; number 29, C, carries -0.7578; number 30, C, carries -0.8740; number 31, C, carries 1.3500; number 32, N, carries 0.6019; number 33, C, carries -1.0689; number 34, C, carries 1.0021; number 35, F, carries -0.2923; number 36, F, carries -0.2508; number 37, F, carries -0.2545; number 38, C, carries -0.9086; number 39, C, carries 0.1780; number 40, C, carries -0.8540; number 41, C, carries -0.3207; number 42, C, carries -0.6923; number 43, C, carries -0.0129; number 44, C, carries -0.8698; number 45, C, carries -1.0541; number 46, C, carries -0.1949; number 47, C, carries -0.4630; number 48, H, carries 0.4395; number 49, H, carries 0.2979; number 50, H, carries 0.4644; number 51, H, carries 0.3746; number 52, H, carries 0.4942; number 53, H, carries 0.3826; number 54, H, carries 0.4003; number 55, H, carries 0.4003; number 56, H, carries 0.3562; number 57, H, carries 0.3785; number 58, H, carries 0.3638; number 59, H, carries 0.4559; number 60, H, carries 0.2214; number 61, H, carries 0.6103; number 62, H, carries 0.1870; number 63, H, carries 0.2151; number 64, H, carries 0.3981; number 65, H, carries 0.3989; number 66, H, carries 0.4474; number 67, H, carries 0.3519; number 68, H, carries 0.3804; number 69, H, carries 0.3645; number 70, H, carries 0.3963; number 71, H, carries 0.4789; number 72, H, carries 0.5731; number 73, H, carries 0.4325; number 74, H, carries 0.4418

(4)
# C5H8O

A 2-piece molecular cluster, C5H8O overall (ωB97M-V/def2-TZVPD, the OMol25 dataset).

Values from the calculation:
Total energy: -270.4241 Ha
SMILES: C#CO.C=CC
Molecular weight: 84.1 u

The geometry in ORCA input format:
```
! wB97M-V def2-TZVPD RIJCOSX def2/J DEFGRID3
* xyz 0 1
C -2.227 -0.786 -0.720
C -1.923 -0.107 0.215
O -1.581 0.654 1.220
H -2.449 -1.395 -1.540
H -2.331 0.794 1.810
C 1.051 -0.746 -1.191
C 0.938 0.388 -0.521
C 1.354 0.562 0.902
H 0.772 -0.827 -2.227
H 1.416 -1.643 -0.723
H 0.574 1.273 -1.022
H 0.779 1.362 1.387
H 1.212 -0.355 1.465
H 2.415 0.826 0.943
*
```

Computed Mulliken charges, given in elementary charges: number 1, C, carries -0.3770; number 2, C, carries 0.1429; number 3, O, carries -0.4934; number 4, H, carries 0.4203; number 5, H, carries 0.3347; number 6, C, carries -0.7262; number 7, C, carries -0.0604; number 8, C, carries -1.0029; number 9, H, carries 0.3066; number 10, H, carries 0.2442; number 11, H, carries 0.3383; number 12, H, carries 0.2478; number 13, H, carries 0.2926; number 14, H, carries 0.3324

(5)
# C9H18Br2ClO5P

The molecule C9H18Br2ClO5P (ωB97M-V/def2-TZVPD, the OMol25 dataset).

Values from the calculation:
Total energy: -6679.5607 Ha
SMILES: COP(=O)(OC)O[C@@H](Br)[C@](Cl)(Br)COC(C)(C)C
Molecular weight: 432.5 u

The geometry in ORCA input format:
```
! wB97M-V def2-TZVPD RIJCOSX def2/J DEFGRID3
* xyz 0 1
C 4.495 -0.418 2.717
O 4.238 1.016 2.600
P 2.835 1.282 1.806
O 1.636 1.081 2.702
O 2.841 2.837 1.240
C 2.991 3.832 2.238
O 2.687 0.209 0.607
C 2.110 0.760 -0.574
Br 3.640 1.425 -1.583
C 1.379 -0.376 -1.337
Cl 2.432 -1.823 -1.357
Br 0.993 0.174 -3.187
C 0.038 -0.792 -0.664
O -1.046 0.121 -1.001
C -2.313 0.049 -0.252
C -3.291 0.951 -1.011
C -2.905 -1.380 -0.220
C -2.051 0.603 1.182
H 3.557 -0.970 2.592
H 4.828 -0.624 3.743
H 5.213 -0.753 1.959
H 3.034 4.840 1.768
H 3.917 3.668 2.801
H 2.168 3.839 2.954
H 1.398 1.558 -0.371
H -0.262 -1.814 -1.045
H 0.136 -0.867 0.406
H -3.426 0.681 -2.086
H -2.882 1.972 -1.014
H -4.297 0.924 -0.555
H -2.227 -2.039 0.311
H -3.866 -1.404 0.272
H -3.038 -1.774 -1.226
H -1.317 0.000 1.750
H -2.989 0.663 1.771
H -1.603 1.600 1.112
*
```

Computed Mulliken charges, given in elementary charges: number 1, C, carries -0.6005; number 2, O, carries -0.4016; number 3, P, carries 0.8111; number 4, O, carries -0.6842; number 5, O, carries -0.2053; number 6, C, carries -0.7901; number 7, O, carries 0.1039; number 8, C, carries -0.4868; number 9, Br, carries -0.0419; number 10, C, carries 0.3524; number 11, Cl, carries -0.1334; number 12, Br, carries -0.0175; number 13, C, carries -0.8536; number 14, O, carries -0.2329; number 15, C, carries 1.5349; number 16, C, carries -1.6596; number 17, C, carries -1.6626; number 18, C, carries -1.4089; number 19, H, carries 0.2673; number 20, H, carries 0.2826; number 21, H, carries 0.2611; number 22, H, carries 0.2394; number 23, H, carries 0.3144; number 24, H, carries 0.3186; number 25, H, carries 0.5642; number 26, H, carries 0.2677; number 27, H, carries 0.4377; number 28, H, carries 0.3780; number 29, H, carries 0.3765; number 30, H, carries 0.3800; number 31, H, carries 0.3511; number 32, H, carries 0.4607; number 33, H, carries 0.3911; number 34, H, carries 0.3465; number 35, H, carries 0.4050; number 36, H, carries 0.3344

Q: Which largest force on an atom values were calculated for the entries above? A: 1.10; 4.52; 3.29; 0.74; 4.46, in eV Å⁻¹.